1.
ORCA calculation (ωB97M-V with the def2-TZVPD basis set) on a 10-piece molecular cluster, C20H60N10O10 overall at a distorted geometry.

```
100
Properties=species:S:1:pos:R:3:forces:R:3
O 2.501434 1.551971 2.030863 2.876 -3.923 -3.437
O -2.949996 -4.335261 -2.031897 -9.027 1.535 -0.256
O 2.432279 -2.787033 1.624601 9.318 1.009 -7.618
O -1.910330 -0.477215 2.403857 6.486 2.213 -1.397
O 0.884457 4.653750 -1.169813 2.391 -6.342 -2.041
O 1.559490 -2.324103 -3.353862 2.177 3.200 6.517
O 1.179513 3.725817 3.365388 -9.971 -7.242 3.973
O -2.067556 1.464594 -2.081094 -3.129 2.447 6.926
O -2.813874 2.273358 0.683732 5.135 3.303 -1.077
O -2.572326 -0.618830 -0.210477 7.820 3.975 1.888
N -1.519632 3.971636 -0.389152 -3.778 2.309 -3.996
N 2.207936 3.254037 -2.517008 5.336 -0.086 -0.458
N 3.748811 -0.348808 1.338050 3.799 -1.997 4.767
N -0.616063 2.919756 1.198512 4.689 -2.775 5.301
N 1.439034 -2.241128 -0.977464 -2.049 -1.128 1.638
N 2.445803 0.571624 -0.073307 -2.008 1.291 -3.278
N 3.074766 -1.162322 -1.960222 4.971 3.248 -2.001
N 0.791527 2.267409 -1.046768 -2.439 1.053 2.035
N -0.077015 -0.337668 0.911197 2.426 -0.193 -1.972
N 0.098734 0.775792 2.837957 0.876 -0.085 1.370
C 2.000724 -1.868641 -2.088947 -4.226 -5.918 -7.234
C -1.004560 -3.992704 -3.241715 -0.638 -3.481 0.069
C 1.485772 -3.024055 2.362028 -7.793 -2.233 7.147
C 1.084120 -4.472347 2.322447 1.232 -0.987 0.597
C 1.271989 3.373906 -1.568921 -1.318 7.721 1.187
C -1.710620 -4.517156 -2.004940 6.683 -0.980 0.318
C 2.945347 0.639462 1.111287 -3.318 4.777 2.900
C -1.713991 3.054190 0.515343 -7.126 -2.731 0.106
C 2.155581 5.656811 3.882899 0.530 0.384 -0.083
C -2.503409 1.104895 -4.182313 0.728 -1.188 -0.951
C -0.622983 -0.041241 2.068341 -6.491 -2.190 2.123
C 1.757907 -2.496821 3.782964 0.098 -0.132 1.053
C -1.446509 0.953592 -3.061017 2.428 0.771 -5.575
C 2.121413 4.571744 1.607079 2.654 4.235 -2.318
C -3.590169 -1.279300 -0.517701 -6.703 -2.757 -1.911
C 2.164118 4.360381 3.046714 7.967 7.990 -1.294
C -4.698947 -0.279220 -0.914543 -1.193 -2.501 0.434
C -0.866065 -0.388484 -2.835160 1.285 0.164 -0.510
C -4.079569 -2.314624 0.467252 -1.864 -0.560 0.124
C -1.235431 -3.791903 -0.775479 2.691 -0.569 -1.118
H -2.232364 4.079066 -1.188253 1.488 -0.210 2.131
H 2.991009 2.520767 -2.270040 -2.468 1.277 -0.704
H 3.065531 5.129739 1.202668 -1.554 -0.885 0.611
H -0.188259 -0.396695 -1.946719 -0.633 -0.154 -0.500
H -1.668123 -1.056164 -2.745012 -1.120 -1.264 0.767
H 2.057259 3.682994 1.103224 0.164 -2.420 -1.092
H -3.352141 -4.744225 -2.788606 -0.482 -0.171 -0.542
H -1.351738 -2.718457 -0.843801 0.223 0.380 -0.431
H -3.606826 -3.301515 0.405532 0.414 0.541 0.331
H -0.193102 -4.153007 -0.676932 -0.223 0.553 0.274
H 1.672549 -1.406267 3.765004 0.070 0.005 0.138
H 4.141394 -0.927410 0.642529 0.351 -0.110 -0.922
H -0.020630 -4.342484 -3.314490 1.746 -0.462 0.293
H 2.764298 -1.894167 1.621859 0.029 0.702 0.664
H 1.125705 0.951184 2.669540 -1.218 -0.204 -0.073
H 4.302577 -0.345161 2.219902 -0.765 0.051 -0.973
H 1.316318 6.300704 3.654460 -0.407 -0.038 -0.353
H -2.590760 -0.241995 0.668514 -0.102 0.433 1.221
H 0.552503 -2.745163 -1.095886 0.789 0.188 0.108
H 2.813802 4.129116 -2.623699 -1.876 -1.205 0.003
H 1.841246 -2.302990 -0.014713 -0.121 0.122 -1.111
H 3.061995 3.821735 3.225620 1.470 -0.355 0.544
H 0.544046 1.478483 -1.601967 -0.425 -0.175 -0.908
H -1.444984 -4.482562 -4.107877 -0.540 0.548 -0.339
H 0.623223 -2.562197 1.975119 -1.870 1.215 0.051
H 1.510974 2.843245 3.387696 -0.833 -1.576 0.141
H -0.672630 4.541762 -0.443283 -0.058 -0.486 -0.197
H -3.274975 -1.832735 -1.350592 -0.287 -1.029 -1.957
H -0.510558 2.004798 1.757054 -0.679 2.456 -0.881
H 2.532428 -0.166055 -0.838229 0.864 1.092 1.505
H -2.840242 2.154785 -4.214256 0.151 -0.584 -0.015
H 3.861213 -1.448178 -1.381380 -0.461 -0.300 -0.220
H -4.120602 -1.889218 1.477678 0.140 -0.358 -0.067
H -2.098606 0.780075 -5.146502 -0.166 0.271 -0.200
H -1.681121 -4.020378 0.122953 -1.373 -1.043 1.841
H 0.015885 3.629613 1.685578 -1.752 -0.821 -1.294
H -0.558146 -0.874015 0.234286 -1.160 -0.542 -0.216
H -2.134424 0.859742 -1.337940 -0.485 -0.145 0.808
H -0.312535 -0.739902 -3.700487 0.310 0.114 -0.014
H 3.032372 6.233613 3.713143 0.890 0.654 -0.424
H 1.788104 1.343792 -0.409681 0.945 -0.350 0.984
H -0.946344 -2.985651 -3.241785 -0.254 3.239 -0.525
H 0.616894 -4.768686 1.391848 0.004 -0.024 -0.185
H 2.140739 5.543350 4.964853 -0.137 -0.738 0.065
H -5.544856 -0.827830 -1.348984 0.057 0.167 -0.120
H 2.766672 -2.759468 4.157831 -0.128 0.076 -0.647
H -5.087114 0.221264 -0.048306 0.031 0.478 0.551
H 0.872380 -0.055516 0.552689 -1.670 -0.126 1.280
H 1.130713 -2.867502 4.609842 -0.329 0.157 -0.677
H -4.317770 0.397431 -1.609805 0.525 1.271 -1.047
H 1.272976 5.133760 1.233706 -0.243 0.515 0.320
H 0.087665 2.589700 -0.278892 0.989 -1.330 -0.663
H 0.446542 -4.697606 3.148024 -0.889 -0.007 0.371
H -3.352630 0.423871 -3.951347 0.410 0.550 0.003
H 3.396319 -0.756518 -2.857478 -0.150 -0.675 0.738
H -5.127901 -2.569723 0.155749 0.659 0.334 0.434
H 1.960596 -5.101371 2.527731 0.050 -0.018 -0.381
H -1.523328 -5.596541 -1.948657 0.785 -0.304 0.391
H -0.292180 1.034811 3.725203 -0.231 -0.160 0.165
H -0.612750 1.702090 -3.232948 0.007 -0.742 -1.002
```
Forces are in eV/Å.

Calculated values
Highest occupied orbital energy = -8.589 eV
Maximum force = 12.95 eV Å⁻¹
Energy above the lowest of the compared OMol25 structures with the same formula, charge and spin = 304.9 kcal/mol
SMILES = NC(N)=O.NC(N)=O.NC(N)=O.NC(N)=O.NC(N)=O.CC(C)O.CC(C)O.CC(C)O.CC(C)O.CC(C)O
Kohn-Sham gap = 7.8 eV

Löwdin population analysis, charges in e, atoms 1 to 99:
1 O -0.090
2 O 0.037
3 O -0.002
4 O -0.101
5 O -0.113
6 O -0.102
7 O 0.035
8 O -0.032
9 O -0.066
10 O -0.064
11 N 0.153
12 N 0.132
13 N 0.174
14 N 0.116
15 N 0.203
16 N 0.127
17 N 0.116
18 N 0.134
19 N 0.197
20 N 0.134
21 C -0.585
22 C -0.018
23 C -0.669
24 C -0.011
25 C -0.535
26 C -0.600
27 C -0.575
28 C -0.636
29 C -0.013
30 C -0.020
31 C -0.553
32 C -0.007
33 C -0.626
34 C -0.073
35 C -0.615
36 C -0.689
37 C -0.002
38 C -0.035
39 C -0.018
40 C -0.037
41 H 0.171
42 H 0.145
43 H 0.137
44 H 0.073
45 H 0.062
46 H 0.011
47 H 0.120
48 H 0.070
49 H 0.056
50 H 0.088
51 H 0.061
52 H 0.101
53 H 0.062
54 H 0.046
55 H 0.067
56 H 0.172
57 H 0.082
58 H 0.060
59 H 0.068
60 H 0.144
61 H 0.103
62 H 0.132
63 H 0.085
64 H 0.097
65 H 0.104
66 H 0.077
67 H 0.059
68 H 0.101
69 H 0.093
70 H 0.061
71 H 0.089
72 H 0.135
73 H 0.088
74 H 0.072
75 H 0.060
76 H 0.128
77 H 0.062
78 H 0.063
79 H 0.088
80 H 0.060
81 H 0.043
82 H 0.011
83 H 0.065
84 H 0.078
85 H 0.082
86 H 0.090
87 H 0.086
88 H 0.077
89 H 0.088
90 H 0.040
91 H 0.079
92 H 0.103
93 H 0.077
94 H 0.089
95 H 0.162
96 H 0.094
97 H 0.095
98 H 0.147
99 H 0.135

2.
ORCA calculation (ωB97M-V with the def2-TZVPD basis set) on C7H6BeNO6 as an isolated structure at a distorted geometry.

```
21
Properties=species:S:1:pos:R:3:forces:R:3
O -0.013757 -0.179229 0.715421 -1.667 0.507 1.060
O 3.031025 -0.364817 -0.257178 -2.848 0.501 -1.426
O 2.735265 2.712894 -1.143021 1.524 1.598 -0.169
O -1.243645 2.171726 -2.381710 1.504 -3.236 2.095
O 2.036724 -2.508985 -2.127569 -0.561 2.621 1.349
O -0.916934 -2.269093 -2.226225 0.755 -0.599 -0.028
N -2.278312 -0.278592 0.861455 0.254 -0.079 0.459
C -1.082808 -0.189172 1.444462 0.382 -0.254 -1.325
C 3.536042 3.531391 -1.219981 -1.560 -1.607 0.159
C -0.130220 -1.505589 -1.754416 -0.822 2.966 0.956
C -0.794123 1.327760 -1.738813 -1.782 4.032 -2.193
C -1.005318 -0.096932 2.920680 -0.158 -0.033 0.358
C 1.993917 -0.409711 -0.858618 2.394 0.184 0.640
C 1.398815 -1.594794 -1.616436 1.430 -5.197 -2.190
Be -0.052772 0.065099 -0.846903 -1.730 -1.102 0.372
H -0.807204 0.937933 3.227446 0.082 -0.172 -0.173
H -1.957170 -0.402068 3.370429 0.294 0.039 -0.042
H -3.102415 -0.314167 1.455873 0.193 -0.025 -0.347
H -0.195471 -0.728485 3.299822 -0.119 0.146 -0.153
H -2.389323 -0.517669 -0.125362 0.074 0.065 0.410
H 1.237684 0.612502 -0.999355 2.360 -0.354 0.188
```
Forces are in eV/Å.

Calculated values
Highest occupied orbital energy (alpha / beta) = -12.219 / -12.216 eV
Maximum force = 5.82 eV Å⁻¹
Energy above the lowest of the compared OMol25 structures with the same formula, charge and spin = 47.5 kcal/mol
Net charge = +1
Kohn-Sham gap (alpha / beta) = 6.5 / 6.5 eV

From a Löwdin analysis of the wavefunction, the atomic charges in e read:
1 O -0.003
2 O 0.219
3 O -0.015
4 O 0.249
5 O 0.214
6 O 0.121
7 N 0.241
8 C -0.391
9 C 0.063
10 C -0.235
11 C 0.146
12 C 0.047
13 C -0.146
14 C -0.251
15 Be -0.002
16 H 0.120
17 H 0.103
18 H 0.148
19 H 0.118
20 H 0.133
21 H 0.120

3.
ORCA calculation (ωB97M-V with the def2-TZVPD basis set) on a single C3H5N molecule at a distorted geometry.

```
9
Properties=species:S:1:pos:R:3:forces:R:3
N -0.332636 1.582083 1.182194 -2.681 3.258 0.950
C -0.561187 0.686692 0.354253 0.762 -3.512 -1.934
C 0.535926 -1.192673 -0.926428 1.406 1.286 1.642
C 0.543398 -0.325051 0.113550 1.812 -1.603 1.915
H 1.373608 -0.505989 0.989828 -1.838 1.274 -2.448
H -1.434976 0.402441 -0.334686 0.585 1.179 1.067
H -1.181829 2.290046 1.236866 2.056 -1.745 -0.078
H -0.417983 -1.192648 -1.388145 -0.355 -0.390 -1.545
H 1.475679 -1.744903 -1.227432 -1.748 0.253 0.430
```
Forces are in eV/Å.

Calculated values
Highest occupied orbital energy = -9.733 eV
Maximum force = 4.32 eV Å⁻¹
Energy above the lowest of the compared OMol25 structures with the same formula, charge and spin = 44.0 kcal/mol
SMILES = [H]/N=C/C=C
Kohn-Sham gap = 10.6 eV

From a Löwdin analysis of the wavefunction, the atomic charges in e read:
1 N 0.061
2 C -0.325
3 C -0.017
4 C -0.199
5 H 0.145
6 H 0.125
7 H 0.101
8 H 0.027
9 H 0.080